1.
Entry from OMol25: a 6-piece molecular cluster, C24H42N4O15P overall (the ωB97M-V functional and the def2-TZVPD basis).

Geometry as XYZ:
```
86
Properties=species:S:1:pos:R:3:forces:R:3:lowdin_charge:R:1
C 0.649 -1.352 -1.447 0.03 -0.30 -0.29 -0.0681
C 0.049 -2.452 -0.581 0.25 0.36 0.21 -0.2382
N 0.942 -2.808 0.536 -0.21 0.10 0.00 -0.0244
C 1.858 -3.871 0.302 -0.22 -0.04 0.37 -0.3606
C 1.397 -5.249 0.783 0.36 -0.02 -0.18 -0.1139
C 2.518 -6.255 0.604 -0.11 0.13 0.08 -0.1331
N 3.785 -5.805 1.279 0.12 0.26 -1.40 0.1109
C 4.108 -4.527 0.931 0.00 -0.32 0.53 -0.3892
N 5.306 -4.179 0.543 -0.40 0.33 0.10 -0.0347
P 5.937 -2.523 0.156 0.56 0.01 0.12 0.9837
C 4.738 -1.897 -1.076 0.02 -0.24 -0.08 -0.2609
C 5.479 -1.562 1.643 -0.38 0.37 -0.11 -0.4375
C 6.378 -0.306 1.724 -0.39 -0.13 0.24 -0.1466
N 3.134 -3.531 1.040 -0.20 -0.21 -0.33 0.0968
H 0.433 -0.364 -1.059 0.08 0.10 0.09 0.0551
H 0.230 -1.387 -2.447 -0.07 0.06 -0.09 0.0691
H 1.728 -1.476 -1.534 0.08 0.01 0.03 0.0586
H -0.191 -3.328 -1.187 -0.09 -0.12 -0.01 0.1114
H -0.877 -2.088 -0.142 -0.17 -0.13 -0.08 0.1098
H 0.435 -2.926 1.401 -0.08 -0.15 0.02 0.1129
H 2.051 -3.915 -0.770 0.33 0.09 -0.07 0.1507
H 1.100 -5.162 1.829 -0.12 -0.13 0.09 0.1292
H 0.560 -5.612 0.189 -0.22 0.14 0.07 0.1307
H 2.730 -6.337 -0.465 0.01 -0.13 -0.06 0.1294
H 2.244 -7.243 0.955 0.10 -0.03 0.28 0.1271
H 4.532 -6.436 1.005 0.03 -0.20 0.43 0.1427
H 6.013 -4.896 0.472 0.02 -0.18 -0.02 0.1098
H 5.258 -1.769 -2.020 -0.01 0.13 -0.11 0.0355
H 4.335 -0.948 -0.732 -0.01 0.10 -0.05 0.0517
H 3.908 -2.579 -1.234 -0.06 -0.01 0.03 0.0128
H 5.534 -2.158 2.550 0.25 -0.20 0.00 0.0737
H 4.440 -1.252 1.544 -0.08 -0.11 0.08 0.0568
H 7.209 -0.340 1.025 0.17 0.04 0.01 0.0518
H 5.789 0.584 1.525 0.04 0.10 -0.15 0.0712
H 6.760 -0.205 2.735 0.24 0.04 0.01 0.0715
H 2.848 -3.524 2.017 0.13 0.29 0.11 0.1505
C 0.172 0.599 1.518 0.03 -0.01 -0.12 -0.1153
C -1.199 1.103 1.122 -0.03 0.05 -0.26 -0.1011
O -1.760 1.466 2.391 0.04 -0.06 0.05 0.0466
C -0.749 1.728 3.249 0.02 0.03 -0.15 -0.5704
O -0.875 2.237 4.312 0.04 0.04 0.14 0.1723
O 0.438 1.331 2.721 -0.12 -0.09 -0.03 0.0423
H 0.930 0.807 0.769 0.12 0.12 0.14 0.1258
H 0.170 -0.467 1.751 0.04 0.00 0.01 0.1125
H -1.156 1.991 0.490 0.04 0.02 0.02 0.1439
H -1.815 0.349 0.638 -0.09 0.02 0.09 0.1270
C 1.592 4.402 2.918 -0.02 -0.02 0.29 -0.1118
C 2.989 4.985 2.848 -0.05 0.05 -0.01 -0.1053
O 3.478 4.429 1.618 0.02 0.06 0.00 0.0566
C 2.419 4.098 0.842 -0.03 -0.06 0.20 -0.5788
O 2.498 3.729 -0.284 0.02 -0.09 -0.15 0.1568
O 1.265 4.213 1.536 0.03 0.03 -0.01 0.0573
H 0.872 5.058 3.398 -0.10 0.01 -0.17 0.1400
H 1.574 3.428 3.407 0.01 0.02 0.04 0.1156
H 2.987 6.073 2.772 0.00 -0.01 -0.06 0.1336
H 3.629 4.684 3.672 0.06 -0.08 -0.07 0.1316
C -6.087 2.322 1.779 0.03 -0.04 0.01 -0.0993
C -4.744 2.496 1.100 0.12 0.20 0.17 -0.1013
O -4.967 1.879 -0.177 0.03 -0.03 -0.01 0.0484
C -6.294 1.900 -0.436 0.08 0.07 0.24 -0.5814
O -6.779 1.610 -1.480 -0.06 -0.07 -0.20 0.1518
O -6.985 2.287 0.659 0.00 -0.03 -0.02 0.0658
H -6.346 3.137 2.447 -0.11 0.06 -0.12 0.1351
H -6.165 1.376 2.318 0.00 -0.02 -0.03 0.1325
H -4.487 3.545 0.943 -0.01 -0.01 -0.03 0.1290
H -3.931 2.003 1.622 0.00 -0.08 -0.09 0.1121
C -3.014 4.180 -3.532 -0.06 -0.08 -0.08 -0.1048
C -4.221 5.044 -3.221 -0.02 0.00 -0.11 -0.1051
O -4.168 5.127 -1.791 -0.03 0.02 -0.02 0.0551
C -2.896 4.900 -1.396 -0.03 -0.12 -0.09 -0.5825
O -2.500 5.046 -0.285 0.02 -0.04 0.21 0.1534
O -2.143 4.466 -2.430 -0.04 0.02 -0.04 0.0643
H -2.525 4.433 -4.468 0.10 0.06 0.07 0.1324
H -3.250 3.115 -3.521 -0.01 0.00 0.03 0.1300
H -4.132 6.051 -3.632 0.02 0.00 0.01 0.1329
H -5.164 4.606 -3.533 -0.03 -0.04 0.13 0.1339
C -4.297 -1.706 -4.417 -0.08 -0.09 -0.03 -0.1026
C -4.654 -2.209 -3.031 -0.14 -0.02 -0.03 -0.1020
O -3.495 -1.835 -2.270 0.04 -0.03 -0.03 0.0493
C -2.892 -0.800 -2.898 -0.29 0.04 0.02 -0.5718
O -2.022 -0.141 -2.426 0.16 0.03 0.12 0.1459
O -3.421 -0.611 -4.122 0.04 -0.02 -0.04 0.0673
H -5.152 -1.355 -4.988 0.03 0.13 0.03 0.1362
H -3.748 -2.445 -5.002 0.02 0.00 0.02 0.1325
H -5.524 -1.702 -2.612 0.01 0.05 -0.01 0.1358
H -4.803 -3.284 -2.982 0.12 -0.02 0.06 0.1317
```
Positions in Å, forces in eV/Å.

## Properties
- spin multiplicity = 1
- E_LUMO (eV) = -3.3
- energy relative to the best compared isomer or geometry (same formula, charge and spin) (kJ/mol) = 26.79
- charge = +1
- HOMO level (eV) = -12.26


2.
Entry from OMol25: a 6-piece molecular cluster, C24H42N6 overall (the ωB97M-V functional and the def2-TZVPD basis).

Geometry as XYZ:
```
72
Properties=species:S:1:pos:R:3:forces:R:3:lowdin_charge:R:1
C -1.268 0.058 -1.865 -0.87 -1.16 1.61 -0.1254
C 0.231 -0.031 -1.502 -1.33 2.47 -0.88 -0.2220
C 0.734 0.819 -0.254 0.49 -3.14 -1.38 -0.1777
C 0.324 2.189 -0.333 0.16 -0.81 0.65 -0.2554
N -0.027 3.271 -0.338 -0.38 1.25 -0.21 0.1534
H -1.725 1.046 -1.921 0.68 0.27 -0.48 0.0670
H -1.897 -0.391 -1.097 -0.01 -0.37 0.30 0.0631
H -1.482 -0.547 -2.746 0.16 0.37 -0.24 0.0727
H 0.549 0.586 -2.343 1.25 -0.55 -0.24 0.0928
H 0.588 -1.058 -1.580 0.21 0.29 0.37 0.1081
H 1.811 0.685 -0.362 0.23 0.72 0.18 0.1098
H 0.529 0.263 0.661 -0.57 0.66 0.28 0.1138
C 9.734 0.289 -0.365 0.12 -0.50 0.24 -0.1147
C 8.794 -0.656 0.361 -0.76 -0.07 0.15 -0.2607
C 7.486 -0.905 -0.462 0.66 -0.07 0.02 -0.1707
C 6.843 0.397 -0.783 1.60 -4.28 1.13 -0.2515
N 6.396 1.368 -1.117 -1.57 3.41 -0.98 0.1496
H 10.724 0.253 0.091 -0.13 0.53 0.36 0.0723
H 9.261 1.271 -0.340 0.59 0.16 -0.36 0.0725
H 9.944 -0.064 -1.374 -0.42 0.21 -0.25 0.0780
H 8.453 -0.223 1.302 0.10 0.34 0.06 0.1034
H 9.323 -1.544 0.707 -0.32 -0.46 -0.60 0.1031
H 6.813 -1.622 0.009 -0.23 0.48 0.42 0.1077
H 7.679 -1.403 -1.412 0.36 0.23 -0.21 0.1112
C 2.328 -4.109 4.682 0.01 -0.02 0.51 -0.1095
C 2.105 -4.273 6.164 0.01 0.17 1.11 -0.2820
C 2.595 -5.592 6.819 -0.81 0.16 -0.17 -0.1624
C 1.693 -6.728 6.507 3.83 4.68 0.79 -0.2555
N 1.072 -7.630 6.336 -3.33 -4.47 -0.97 0.1454
H 3.342 -4.353 4.366 -0.09 -0.46 0.00 0.0754
H 2.265 -3.033 4.521 -0.62 -0.15 -0.67 0.0735
H 1.556 -4.731 4.230 0.33 0.38 -0.89 0.0798
H 1.042 -4.175 6.385 -0.21 -0.23 -0.17 0.1064
H 2.478 -3.372 6.652 0.67 -0.37 0.45 0.1014
H 2.542 -5.537 7.907 0.23 0.29 0.05 0.1125
H 3.613 -5.858 6.536 -0.04 0.04 -0.05 0.1150
C -5.061 4.931 -3.306 -0.38 -1.49 1.32 -0.1062
C -6.524 5.340 -2.977 1.17 -0.07 -1.33 -0.2389
C -7.597 4.640 -3.844 -0.12 0.25 -0.20 -0.1914
C -7.643 5.010 -5.283 0.46 0.21 1.64 -0.2325
N -7.640 5.402 -6.356 -0.07 0.08 -0.84 0.1343
H -4.855 3.965 -2.845 -0.53 -0.70 -0.13 0.0595
H -4.310 5.435 -2.697 -0.04 1.07 -0.76 0.0690
H -4.829 4.739 -4.353 0.04 0.84 -0.02 0.0740
H -6.600 6.411 -3.168 -0.27 0.07 0.26 0.1035
H -6.751 5.128 -1.932 0.02 0.11 -0.06 0.1048
H -8.536 4.967 -3.398 -0.30 -0.35 -0.24 0.1098
H -7.539 3.552 -3.827 0.03 -0.02 0.36 0.1140
C -7.109 -4.751 5.110 -0.38 1.06 0.62 -0.1108
C -5.655 -4.709 5.400 3.23 -0.92 -0.05 -0.2621
C -4.607 -3.771 4.607 -1.12 -0.69 1.33 -0.1728
C -4.687 -3.729 3.171 -0.91 -0.45 -4.22 -0.2412
N -4.820 -3.715 1.998 0.51 0.03 3.58 0.1303
H -7.527 -5.504 4.442 0.48 0.19 -0.18 0.0810
H -7.322 -3.731 4.790 -0.86 -0.13 -0.21 0.0796
H -7.532 -4.894 6.105 -0.67 -0.01 -0.24 0.0743
H -5.201 -5.698 5.457 -0.07 -0.48 -1.01 0.1003
H -5.442 -4.541 6.456 -0.41 1.12 0.13 0.0987
H -3.621 -4.137 4.891 0.06 0.26 0.03 0.1108
H -4.734 -2.740 4.940 0.13 0.03 0.20 0.1118
C 0.604 4.915 -5.107 1.48 0.16 -1.21 -0.0955
C 2.113 4.365 -5.043 -2.79 -0.64 0.35 -0.2046
C 2.489 3.490 -6.288 0.50 1.24 0.40 -0.1881
C 1.739 2.259 -6.472 1.11 2.79 0.65 -0.2617
N 1.236 1.256 -6.541 -1.56 -2.83 -0.32 0.1469
H 0.200 5.330 -4.184 0.28 -0.45 0.18 0.0649
H -0.066 4.179 -5.553 -0.05 -0.14 0.34 0.0603
H 0.620 5.752 -5.805 -0.16 0.12 -0.16 0.0573
H 2.066 3.706 -4.176 0.69 0.03 0.13 0.0921
H 2.742 5.233 -4.845 0.40 -0.45 -0.30 0.0999
H 3.522 3.151 -6.218 0.18 0.22 0.10 0.1135
H 2.429 4.101 -7.189 -0.09 -0.07 -0.12 0.1144
```
Positions in Å, forces in eV/Å.

## Properties
- spin multiplicity = 1
- E_LUMO (eV) = 0.2
- energy relative to the best compared isomer or geometry (same formula, charge and spin) (kJ/mol) = 309.36
- SMILES = CCCC#N.CCCC#N.CCCC#N.CCCC#N.CCCC#N.CCCC#N
- HOMO level (eV) = -11.22